No. 1
Below is a structure of composition C22H63F3N3O14Zr at a distorted geometry, with properties calculated with ωB97M-V/def2-TZVPD.

Summary:
frontier orbital gap: 6.893 eV
energy: -66397.7762 eV
charge: +1

```
106
Properties=species:S:1:pos:R:3:forces:R:3
Zr -2.8413 -3.3270 0.4379 1.59 3.97 -1.56
C -5.5049 -1.5712 -0.4527 -0.64 -0.77 -0.34
O -4.7909 -2.5699 0.2357 2.46 -1.20 1.12
H -5.0175 -1.3374 -1.4029 0.12 0.27 0.18
H -6.4940 -1.9785 -0.7093 0.08 0.11 0.07
H -5.7020 -0.6728 0.1369 0.37 0.02 0.07
C -0.0680 -3.9106 2.4773 -0.45 -0.71 -0.13
O -1.1712 -3.6524 1.6365 -2.96 0.32 -1.27
H -0.1774 -3.3929 3.4305 0.31 0.29 -0.12
H -0.0277 -4.9867 2.6962 -0.05 0.12 0.01
H 0.8594 -3.6919 1.9420 0.01 0.38 0.21
C -1.0594 -1.0488 -1.1071 -0.01 -1.18 0.14
O -0.5971 -0.7988 0.1935 0.27 0.06 -0.81
O -1.9616 -2.0801 -1.0770 -1.04 -1.43 1.08
C -1.7350 0.2489 -1.6092 -1.09 2.00 0.30
F -3.0208 0.0841 -1.9862 0.45 -0.38 -0.10
F -1.7987 1.1468 -0.5916 0.05 -0.18 -0.13
F -1.1280 0.9109 -2.6103 0.29 -0.90 0.09
C 0.7882 -0.7030 0.3989 1.60 0.16 1.06
C 0.9927 -0.2502 1.8184 0.82 0.69 0.81
H 0.7866 0.8068 2.0155 -0.64 -0.09 -0.39
H 0.4769 -0.8619 2.5603 -0.02 -0.07 -0.09
H 2.0631 -0.2536 2.0556 -0.04 -0.48 -0.13
H 1.3571 -0.0166 -0.2368 -0.77 0.15 -0.39
H 1.3164 -1.6610 0.2979 -0.55 -0.29 -0.23
H -0.2387 -1.3545 -1.7682 0.17 0.52 0.00
C 2.6144 -0.0888 6.8204 0.68 0.36 0.04
C 2.0003 -0.6177 5.5194 -0.52 0.55 0.61
C 2.9162 -1.4578 4.6848 1.08 -0.84 -0.16
O 3.2013 -2.6846 5.3525 -0.22 -0.06 0.00
C 4.0337 -3.5484 4.5894 -0.59 0.25 0.19
N 0.7310 -1.3193 5.7171 0.02 0.00 -0.64
H 2.1299 0.8485 7.1033 -0.22 -0.18 0.13
H 3.6659 0.1907 6.6822 -0.05 -0.14 -0.08
H 2.5803 -0.7733 7.6665 -0.13 -0.19 -0.14
H 1.7697 0.2954 4.9570 0.05 -0.24 -0.36
H 3.8893 -0.9652 4.5170 -0.29 0.27 -0.06
H 2.4762 -1.6854 3.7046 -0.10 0.07 0.11
H 3.5614 -3.7772 3.6231 0.22 0.15 -0.04
H 4.1112 -4.4846 5.1376 0.15 0.07 0.09
H 5.0234 -3.0990 4.4513 -0.02 -0.11 -0.13
H 0.0758 -0.7316 6.2122 0.00 -0.15 0.21
H 0.8800 -2.1898 6.2100 -0.02 0.09 0.19
C -2.1304 6.7676 -1.0177 -0.62 -0.70 -0.22
C -1.6634 5.3817 -1.4862 1.73 1.00 1.44
C -2.7679 4.4622 -1.8904 -0.31 -0.21 -0.94
O -3.6906 4.3199 -0.8398 0.04 -0.29 -0.02
C -4.5774 3.2283 -1.0159 -0.50 0.88 0.39
N -0.6280 5.5096 -2.5309 -0.45 -0.59 -0.52
H -1.2668 7.3640 -0.7337 -0.04 0.20 -0.17
H -2.7600 6.6293 -0.1363 0.08 0.07 0.02
H -2.7561 7.2497 -1.7715 0.30 0.22 -0.08
H -1.1575 5.0023 -0.5776 -0.44 -0.53 -0.11
H -2.3774 3.4828 -2.2095 0.13 0.01 0.22
H -3.2707 4.8741 -2.7819 -0.01 0.03 0.08
H -4.1160 2.2836 -0.7210 0.00 -0.05 -0.19
H -5.0103 3.1869 -2.0230 0.36 -0.10 -0.09
H -5.4180 3.4679 -0.3603 0.06 -0.36 0.11
H -0.3854 4.5781 -2.8660 -0.11 0.11 -0.10
H 0.2447 5.8622 -2.1560 -0.22 0.28 0.19
C 2.4669 1.7576 -2.3039 -1.88 0.68 -0.03
C 3.3885 2.9520 -2.1067 0.75 0.09 0.34
C 2.8675 3.8782 -1.0163 -0.21 -0.12 -0.03
O 2.8531 3.1834 0.2154 0.15 0.20 0.00
C 2.6709 4.0102 1.3459 -0.78 -0.75 0.53
N 4.7867 2.5735 -1.8212 -0.46 0.28 -0.15
H 2.4688 1.3319 -3.3081 0.56 -0.22 0.10
H 1.4318 2.1388 -2.2132 0.12 -0.02 -0.14
H 2.4911 1.0012 -1.5217 0.73 -0.04 -0.15
H 3.4011 3.5935 -2.9961 -0.12 -0.30 -0.15
H 1.8471 4.1848 -1.2961 0.04 0.04 0.12
H 3.4812 4.7829 -0.9344 0.12 -0.11 -0.05
H 1.6122 4.2689 1.5168 0.10 0.23 -0.48
H 3.2693 4.9218 1.3330 0.17 -0.10 -0.04
H 2.8935 3.3696 2.2044 0.44 0.31 -0.01
H 5.0039 1.7590 -2.3829 0.22 -0.04 0.15
H 4.8538 2.3115 -0.8437 0.01 -0.15 -0.06
C -3.4215 -1.1646 -5.3166 -2.24 0.37 0.32
C -4.0474 -2.0053 -4.2137 1.00 0.27 0.43
O -3.6688 -3.3880 -4.3264 -0.65 0.02 0.37
O -4.0126 -1.4533 -6.5700 0.72 -0.82 -0.78
H -2.3532 -1.3289 -5.3723 0.11 0.16 -0.18
H -3.7316 -0.1337 -5.1000 0.87 0.16 0.36
H -5.1221 -1.8004 -4.1293 -0.08 -0.53 -0.39
H -3.6541 -1.6904 -3.2464 0.19 0.04 -0.08
H -4.2325 -3.8141 -4.9816 0.18 0.00 -0.12
H -4.9708 -1.3912 -6.5613 -0.01 0.23 0.31
C 4.6838 -2.3161 0.0841 -0.27 -0.19 -0.05
C 3.9269 -2.5485 -1.2120 0.67 0.78 -0.97
O 4.0002 -1.3137 -1.9630 -0.36 0.00 0.58
O 5.0953 -3.5758 0.6123 -0.13 0.29 -0.05
H 4.0147 -1.7986 0.7854 0.21 0.01 0.09
H 5.5345 -1.6691 -0.1353 -0.01 0.00 -0.01
H 2.8812 -2.8137 -1.0326 0.09 -0.27 -0.02
H 4.4583 -3.2734 -1.8333 -0.27 -0.52 0.44
H 3.4383 -1.3926 -2.7387 0.04 0.00 -0.03
H 5.9581 -3.4601 1.0177 -0.02 -0.08 0.05
O -3.7606 -4.2137 -1.5777 -0.10 -0.27 -0.24
H -4.7059 -4.3824 -1.6807 0.01 0.31 0.12
H -3.4381 -3.9605 -2.4770 -0.16 -0.11 0.21
O -2.7152 -1.2301 1.4490 -0.12 -0.04 0.34
H -3.3854 -0.6157 1.7694 -0.24 -0.29 -0.13
H -1.9172 -0.7057 1.2050 0.07 -0.42 0.08
O -1.4893 -4.8464 -0.7371 0.34 -0.66 -0.16
H -0.7774 -4.5773 -1.3305 -0.06 0.23 0.16
H -1.6102 -5.7953 -0.8711 -0.07 0.09 0.00
```
Forces are in eV/Å.


No. 2
Below is a structure of composition C22H63N6NaO10 at a distorted geometry, with properties calculated with ωB97M-V/def2-TZVPD.

Summary:
frontier orbital gap: 8.176 eV
energy: -57662.6932 eV

```
102
Properties=species:S:1:pos:R:3:forces:R:3
Na 2.3057 -2.1800 -3.5142 -0.51 0.71 0.36
N -0.1477 -1.1954 -1.0079 -0.21 -0.04 0.05
O -0.1367 -0.5946 0.0750 -0.18 -0.19 -0.42
O -1.1179 -1.0723 -1.7950 0.56 -0.04 0.17
O 0.8244 -1.9204 -1.3257 0.04 -0.02 -0.20
C -4.5066 2.6708 1.1366 -0.70 -1.31 0.04
C -3.1708 3.2270 0.7626 1.34 0.32 -0.54
C -2.4410 2.4218 -0.3054 -0.10 -0.98 0.09
O -3.2081 2.3676 -1.4860 0.05 0.82 -0.34
C -2.7429 1.4550 -2.4621 -0.69 -0.26 0.58
N -3.3230 4.6217 0.3423 -0.73 0.37 -0.38
H -4.9275 3.1384 2.0242 -0.19 0.36 -0.30
H -4.4914 1.5999 1.3725 0.61 0.05 0.21
H -5.1867 2.6479 0.2803 -0.10 0.71 0.10
H -2.4729 3.1962 1.6112 -0.25 0.09 0.16
H -2.2559 1.3970 0.0555 0.00 0.02 0.05
H -1.4523 2.8653 -0.4921 -0.01 0.12 -0.10
H -1.6538 1.3992 -2.5185 0.05 0.07 0.06
H -3.1624 1.7283 -3.4299 0.03 0.19 0.03
H -3.1575 0.4863 -2.1765 0.38 -0.29 -0.32
H -4.0243 4.6170 -0.3987 -0.12 0.07 0.26
H -2.5186 5.0009 -0.1480 0.35 -0.30 0.36
C -0.5290 0.7392 -6.0341 -1.04 -0.09 -0.49
C 0.0711 -0.5833 -5.5458 0.38 0.86 0.36
C 1.1952 -1.0505 -6.4779 -0.14 -0.01 0.16
O 1.8352 -2.1795 -5.9049 -0.08 -0.56 0.56
C 2.8431 -2.7207 -6.7134 0.79 -0.11 -0.79
N 0.5864 -0.3501 -4.1718 0.16 -0.05 -0.13
H -1.2522 0.6288 -6.8498 0.38 -0.16 -0.22
H 0.2079 1.4871 -6.3311 0.19 -0.16 0.04
H -1.1472 1.1801 -5.2501 0.18 -0.07 0.21
H -0.6880 -1.3661 -5.5423 0.00 0.00 0.20
H 1.9767 -0.3038 -6.6687 -0.28 0.31 0.11
H 0.7383 -1.3239 -7.4363 0.13 -0.04 -0.06
H 2.5009 -2.9136 -7.7352 -0.15 0.04 0.05
H 3.2263 -3.6674 -6.3296 -0.42 -0.01 0.34
H 3.7252 -2.0699 -6.7875 -0.19 0.25 0.03
H -0.1122 -0.5036 -3.4398 -0.21 -0.53 -0.36
H 0.7094 0.6556 -4.1110 0.47 0.02 0.05
C -2.3326 3.6320 5.0572 0.38 -0.19 0.88
C -3.0918 2.3803 4.6490 0.30 0.55 -0.12
C -2.1297 1.2724 4.2106 -1.30 0.75 -0.92
O -2.9633 0.2694 3.6370 0.39 -0.16 0.84
C -2.2656 -0.7338 2.9351 -0.10 0.59 -0.91
N -4.0315 1.9862 5.7003 0.27 -0.66 -0.05
H -1.6165 3.3849 5.8522 0.05 -0.02 -0.04
H -3.0036 4.3630 5.5076 -0.11 0.06 -0.28
H -1.7553 4.0883 4.2537 -0.17 -0.04 -0.15
H -3.6711 2.6643 3.7677 -0.16 -0.29 0.02
H -1.5141 0.9473 5.0534 0.10 -0.37 -0.09
H -1.5312 1.6909 3.3969 0.49 -0.11 0.18
H -3.0203 -1.4650 2.6513 0.32 -0.42 0.39
H -1.3824 -1.1074 3.4600 -0.30 -0.34 0.26
H -1.8948 -0.3417 1.9756 0.07 0.12 0.08
H -3.5057 1.7863 6.5516 0.02 0.28 0.00
H -4.3713 1.0613 5.4354 -0.27 0.19 -0.04
C 4.5305 -1.0074 -0.5937 -0.12 0.39 0.45
C 3.9881 0.3254 -1.1270 1.15 -0.64 0.11
C 5.1200 1.1456 -1.7403 -0.69 -0.41 -0.52
O 6.0594 1.4272 -0.7465 0.30 -0.30 -0.14
C 7.2306 1.9951 -1.2689 0.44 1.21 0.43
N 3.0059 -0.0268 -2.1806 -0.28 1.18 0.48
H 3.7283 -1.6532 -0.2372 -0.13 -0.03 -0.28
H 5.1632 -0.8884 0.2863 0.21 0.19 -0.21
H 5.0932 -1.4830 -1.3997 0.02 -0.18 0.08
H 3.6427 0.9531 -0.2987 -0.67 -0.25 -0.08
H 4.7133 2.0637 -2.1950 0.05 0.14 0.17
H 5.5224 0.5595 -2.5830 0.39 0.02 0.15
H 7.6786 1.4299 -2.0884 -0.16 -0.10 -0.06
H 7.9752 2.1315 -0.4809 -0.16 -0.59 0.16
H 7.0567 3.0421 -1.5616 -0.21 -0.21 -0.52
H 2.1197 -0.1201 -1.6830 0.02 -0.45 -0.18
H 2.8522 0.8229 -2.7285 0.04 -0.21 -0.18
C 1.4644 -4.7231 1.7468 0.08 -0.53 0.50
C 1.1150 -3.3284 2.2245 -0.11 -0.03 -0.31
C 1.0925 -3.2363 3.7428 -0.34 -0.51 -0.11
O 0.1475 -4.1704 4.2488 -0.62 -0.13 -0.56
C -0.3773 -3.8583 5.4969 0.01 1.28 0.85
N 2.0872 -2.3689 1.6685 -0.40 0.05 0.02
H 1.4429 -4.8281 0.6617 0.20 0.21 -0.03
H 0.7966 -5.4902 2.1445 -0.22 0.24 0.04
H 2.4482 -4.9743 2.1539 0.15 0.02 -0.36
H 0.1210 -3.0545 1.8420 -0.19 -0.20 0.32
H 0.7877 -2.2150 3.9934 0.24 0.04 0.34
H 2.0516 -3.5264 4.1813 0.32 0.55 -0.14
H -1.3437 -4.3212 5.6907 0.24 -0.59 -0.27
H -0.6027 -2.7827 5.6013 0.11 0.02 -0.30
H 0.3279 -4.0489 6.3164 -0.05 -0.38 -0.03
H 1.8077 -2.3163 0.6896 0.36 0.09 -0.07
H 1.8278 -1.4398 2.0047 0.20 -0.03 0.09
C 0.8934 2.1596 2.0162 1.52 -0.16 -0.04
O 0.8878 0.7578 2.2399 -0.40 0.34 0.05
H 0.9575 2.3519 0.9410 -0.70 0.28 0.00
H 0.1269 2.7073 2.5655 -0.33 -0.05 -0.36
H 1.8560 2.5463 2.3677 -0.08 -0.09 0.29
H 0.3103 0.3912 1.5571 0.16 -0.25 0.16
C -4.3271 -1.7033 -0.2506 -0.83 -0.54 0.84
O -3.6924 -2.1113 -1.4322 -0.06 0.16 -0.06
H -5.3301 -2.1370 -0.1684 -0.06 0.06 -0.71
H -3.8902 -2.1354 0.6591 0.61 0.39 -0.10
H -4.4662 -0.6229 -0.1538 0.31 0.07 0.00
H -2.8389 -1.6529 -1.4875 -0.05 -0.20 0.03
```
Forces are in eV/Å.